{"formula": "C16H25Br2F6NO6S2", "method": "the ωB97M-V functional and the def2-TZVPD basis", "symbols": ["O", "C", "N", "C", "C", "C", "F", "Br", "C", "F", "F", "Br", "O", "C", "C", "C", "F", "F", "F", "H", "H", "H", "H", "H", "H", "H", "H", "H", "O", "S", "O", "C", "C", "C", "C", "H", "H", "H", "H", "H", "H", "H", "H", "O", "S", "O", "C", "C", "C", "C", "H", "H", "H", "H", "H", "H", "H", "H"], "xyz": [[2.860286, -4.180210, 0.803056], [2.101672, -3.624945, 0.083499], [0.718336, -3.751879, 0.139975], [-0.065467, -2.528593, 0.346226], [-1.490545, -2.710996, -0.178238], [-2.186113, -1.392376, -0.554416], [-3.343695, -1.695825, -1.224352], [-1.051052, -0.433908, -1.788451], [-2.618575, -0.533268, 0.697241], [-2.440281, -1.287340, 1.825443], [-3.929055, -0.279507, 0.638204], [-1.695111, 1.117897, 0.983382], [2.506246, -2.880154, -0.992868], [2.701495, -1.466630, -0.880880], [3.932137, -1.158152, -1.726468], [4.310274, 0.309471, -1.738983], [5.554178, 0.524241, -1.285341], [4.273473, 0.839803, -2.972142], [3.497240, 1.065466, -0.978523], [0.517634, -4.436503, 0.866835], [-0.053797, -2.232024, 1.404412], [0.402235, -1.732726, -0.229305], [-2.122884, -3.236761, 0.545197], [-1.447480, -3.303454, -1.098993], [2.870615, -1.176288, 0.166728], [1.823512, -0.936770, -1.269408], [3.745843, -1.465492, -2.760443], [4.789091, -1.712377, -1.332102], [-3.701060, 2.481684, 3.659797], [-4.374819, 1.912992, 4.798810], [-5.526751, 2.570125, 5.358350], [-4.743295, 0.196668, 4.436604], [-3.505762, -0.556109, 4.911288], [-3.125698, 0.063631, 6.263716], [-3.158944, 1.585786, 6.089350], [-4.945952, 0.111896, 3.371139], [-5.629168, -0.070962, 5.012187], [-3.701410, -1.624323, 4.993896], [-2.693081, -0.417665, 4.194896], [-3.848866, -0.238758, 7.023283], [-2.142650, -0.266555, 6.596088], [-3.471269, 2.122176, 6.981587], [-2.210800, 1.982320, 5.731399], [-0.024210, 1.213240, -4.286328], [1.402339, 1.097812, -4.109544], [1.953192, -0.138619, -3.606388], [2.219411, 1.583807, -5.626380], [2.425369, 3.086321, -5.468904], [2.902302, 3.298404, -4.024817], [1.978121, 2.483039, -3.114519], [1.585197, 1.295359, -6.461160], [3.165932, 1.044989, -5.666562], [3.145079, 3.463024, -6.193861], [1.479984, 3.607548, -5.632533], [3.928979, 2.942342, -3.920981], [2.889244, 4.350738, -3.746148], [2.476913, 2.079316, -2.238452], [1.091455, 3.039059, -2.815101]], "forces_ev_per_a": [[0.886, -0.695, 0.651], [-0.923, 0.946, -0.986], [-0.062, -0.377, 0.933], [-0.054, -0.039, -0.266], [-0.110, 0.175, -0.027], [0.148, -0.421, 0.028], [0.213, -0.035, 0.155], [-0.361, 0.171, -0.531], [-0.046, -0.186, 0.330], [-0.009, 0.071, -0.250], [-0.018, 0.056, -0.098], [0.076, 0.161, 0.218], [-0.077, 0.171, -0.068], [0.282, 0.044, 0.145], [0.131, -0.146, -0.014], [0.176, -0.424, -0.140], [0.185, -0.037, 0.153], [0.465, 0.095, -0.181], [-0.077, 0.051, 0.542], [-0.026, 0.120, -0.169], [-0.065, -0.034, -0.182], [-0.047, -0.165, 0.188], [0.078, 0.027, -0.156], [-0.015, 0.167, 0.149], [-0.047, -0.128, -0.191], [0.271, -0.105, 0.029], [0.046, 0.024, 0.287], [-0.169, 0.029, -0.083], [0.053, 0.072, -0.034], [-0.028, -0.049, -0.001], [-0.020, 0.004, -0.001], [0.011, -0.079, 0.024], [0.037, 0.046, 0.004], [-0.009, 0.028, -0.035], [0.027, -0.070, 0.081], [0.003, 0.043, -0.006], [-0.005, 0.004, 0.001], [0.014, -0.007, 0.000], [-0.030, -0.003, 0.013], [-0.020, 0.006, -0.009], [-0.003, -0.009, 0.013], [0.002, 0.026, -0.011], [-0.016, 0.005, -0.048], [-0.063, -0.061, -0.011], [0.059, 0.223, 0.066], [-0.402, -0.119, -0.138], [0.059, 0.001, -0.049], [-0.024, 0.018, 0.044], [-0.004, 0.010, -0.011], [-0.004, 0.136, 0.002], [-0.026, -0.034, 0.024], [0.004, -0.005, 0.012], [0.004, 0.001, -0.004], [-0.005, -0.008, -0.015], [-0.075, 0.035, -0.025], [-0.015, 0.014, -0.007], [-0.315, 0.274, -0.259], [-0.062, -0.019, -0.086]], "e_homo_ev": -10.1, "total_charge": 0, "energy_ev": -208832.66330, "orbital_gap_ev": 10.440, "e_lumo_ev": 0.4, "spin_multiplicity": 1, "smiles": "O=C(NCC[C@](F)(Br)C(F)(F)Br)OCCC(F)(F)F.O=S1(=O)CCCC1.O=S1(=O)CCCC1"}


{"formula": "C16H25BrN3OSSc", "method": "the ωB97M-V functional and the def2-TZVPD basis", "symbols": ["Sc", "O", "C", "C", "C", "N", "C", "Br", "C", "H", "H", "H", "H", "C", "C", "C", "C", "C", "C", "H", "H", "H", "H", "H", "H", "H", "H", "H", "C", "C", "N", "C", "S", "N", "C", "C", "H", "H", "H", "H", "H", "H", "H", "H", "H", "H", "H", "H"], "xyz": [[-0.013136, 0.446206, 0.289947], [-1.715052, -4.823186, 3.150392], [-1.316341, -3.839336, 2.364018], [-0.321948, -3.974294, 1.386271], [0.016726, -2.883734, 0.628246], [-0.587837, -1.683425, 0.773419], [-1.525793, -1.602218, 1.718405], [-2.267007, 0.155021, 1.873641], [-1.941908, -2.595019, 2.553254], [-1.252724, -5.654672, 2.967991], [0.181106, -4.918135, 1.225788], [0.787047, -2.952927, -0.127791], [-2.701190, -2.460032, 3.308373], [3.566609, 1.568821, 4.130295], [3.973385, 1.125306, 2.715431], [4.823515, 2.218870, 2.049102], [4.753402, -0.198318, 2.779006], [2.768171, 0.909086, 1.914420], [1.766974, 0.713918, 1.235176], [4.471732, 1.736492, 4.713948], [2.972544, 0.803835, 4.629655], [2.997964, 2.497986, 4.104618], [5.719604, 2.377747, 2.649013], [4.276799, 3.160218, 1.994795], [5.129727, 1.929694, 1.043917], [5.659176, -0.043290, 3.365539], [5.041540, -0.539414, 1.784985], [4.162369, -0.977327, 3.260334], [-1.167539, 5.536472, 0.903113], [-1.705613, 5.250344, -0.483941], [-0.641256, 4.825691, -1.412093], [-0.260474, 3.594494, -1.679933], [-1.153729, 2.254192, -0.986755], [0.746706, 3.364007, -2.509976], [1.539631, 4.395085, -3.196503], [2.602709, 5.014606, -2.304549], [-1.982309, 5.851942, 1.553578], [-0.428431, 6.337637, 0.887289], [-0.705228, 4.649057, 1.337350], [-2.157429, 6.134025, -0.931571], [-2.464731, 4.472250, -0.476764], [-0.095486, 5.566768, -1.829437], [0.931159, 2.399072, -2.724726], [0.855255, 5.140122, -3.609897], [1.992297, 3.904368, -4.055519], [2.180293, 5.486821, -1.416095], [3.147051, 5.776917, -2.859827], [3.316147, 4.260645, -1.974006]], "forces_ev_per_a": [[0.009, -0.023, 0.185], [0.088, 0.034, -0.111], [-0.123, -0.167, 0.208], [0.019, 0.083, -0.071], [-0.071, -0.024, -0.002], [0.188, 0.248, -0.073], [-0.167, 0.068, 0.193], [0.010, 0.079, 0.032], [0.190, -0.104, -0.259], [-0.043, 0.018, 0.044], [-0.005, -0.008, 0.010], [0.005, 0.018, 0.003], [-0.018, 0.004, 0.001], [-0.003, -0.013, -0.023], [-0.044, -0.028, -0.049], [0.007, -0.002, 0.002], [0.031, 0.014, 0.028], [0.008, 0.004, 0.007], [-0.168, 0.062, -0.155], [-0.009, -0.001, 0.018], [-0.006, 0.002, -0.003], [-0.004, 0.002, 0.002], [0.009, 0.008, -0.013], [0.000, 0.005, 0.001], [-0.004, -0.019, 0.003], [0.003, -0.015, -0.002], [0.002, 0.018, -0.007], [0.002, 0.000, 0.004], [0.001, 0.030, 0.069], [0.013, -0.058, -0.166], [0.057, 0.022, 0.039], [0.141, -0.004, 0.162], [-0.005, -0.224, -0.123], [-0.055, -0.087, 0.043], [-0.062, -0.048, -0.044], [0.036, 0.027, 0.029], [-0.001, -0.001, 0.003], [0.004, -0.005, -0.016], [-0.005, -0.014, -0.008], [0.002, 0.021, 0.042], [-0.007, 0.013, 0.034], [-0.045, 0.025, -0.012], [0.009, 0.016, -0.034], [0.006, 0.021, 0.019], [0.020, 0.005, 0.014], [-0.016, 0.002, -0.011], [0.002, -0.002, -0.002], [-0.001, -0.004, -0.010]], "e_homo_ev": -15.4, "total_charge": 2, "energy_ev": -125079.95739, "orbital_gap_ev": 8.587, "e_lumo_ev": -6.8, "spin_multiplicity": 1}


{"formula": "C16H25Cl2NO2Tc", "method": "the ωB97M-V functional and the def2-TZVPD basis", "symbols": ["C", "C", "C", "C", "C", "C", "C", "C", "C", "C", "Tc", "Cl", "Cl", "O", "H", "H", "H", "H", "H", "H", "H", "H", "H", "H", "H", "H", "H", "H", "H", "H", "O", "H", "C", "C", "C", "C", "C", "C", "N", "H", "H", "H", "H", "H", "H", "H", "H"], "xyz": [[0.143154, -1.362462, -1.451670], [1.072761, -0.354565, -2.003676], [0.320139, 0.726600, -2.510349], [2.494688, -0.615222, -2.334524], [-1.066485, 0.385815, -2.464953], [-1.211464, -0.845006, -1.821108], [-2.450392, -1.631726, -1.702614], [0.413738, -2.818066, -1.671543], [0.887271, 1.938857, -3.144790], [-2.144107, 1.171659, -3.129303], [0.439068, -0.402933, 0.423168], [2.306835, 0.641514, 0.482259], [1.660284, -2.225772, 1.176331], [-0.611163, 1.224327, 0.427290], [2.906995, -1.392749, -1.683137], [3.095378, 0.294452, -2.218149], [2.596409, -0.942330, -3.381448], [1.876135, 2.155658, -2.727547], [0.245384, 2.807854, -2.962226], [0.991978, 1.819949, -4.232511], [-1.924156, 2.245522, -3.126491], [-3.111192, 1.013244, -2.642984], [-2.251963, 0.871376, -4.182413], [-3.326876, -1.009094, -1.919044], [-2.519851, -1.989670, -0.660760], [-2.462429, -2.498434, -2.387282], [1.397131, -3.097489, -1.299790], [0.371019, -3.039275, -2.746820], [-0.348379, -3.421408, -1.175760], [-0.308043, 1.985408, -0.102323], [-1.452781, -1.359775, 1.100967], [-2.042665, -0.590436, 1.200698], [1.294661, 2.736647, 2.499053], [0.653972, 1.615341, 3.193005], [0.300641, 1.717901, 4.579096], [-0.221619, 0.482587, 4.951777], [-0.137374, -0.360621, 3.788063], [-0.534694, -1.767698, 3.763249], [0.363086, 0.359558, 2.741818], [1.432920, 3.540865, 3.228797], [0.673917, 3.113553, 1.685694], [2.286226, 2.487663, 2.117456], [0.420911, 2.628186, 5.155600], [-0.608233, 0.153886, 5.908043], [0.190667, -2.353423, 3.192080], [-0.591329, -2.146329, 4.791652], [-1.510153, -1.893953, 3.277129]], "forces_ev_per_a": [[-0.634, 1.280, -1.750], [-1.595, 0.333, -0.664], [0.486, -1.516, 0.040], [0.459, 0.092, 0.240], [0.139, -1.337, 0.588], [1.202, 0.837, -1.230], [-0.483, -0.273, 0.527], [-0.054, -0.211, 0.037], [0.176, 0.299, 0.077], [-0.213, 0.165, 0.061], [-4.658, -1.036, 4.132], [3.631, 2.035, -0.519], [0.533, -1.278, 0.080], [-0.478, 1.001, -1.026], [0.069, 0.186, -0.076], [0.042, -0.199, 0.055], [-0.095, -0.045, 0.104], [-0.075, 0.058, -0.093], [0.109, 0.055, -0.090], [0.029, 0.112, 0.000], [-0.102, -0.065, 0.051], [0.055, 0.110, -0.054], [-0.028, 0.069, 0.076], [0.025, -0.154, -0.004], [-0.055, 0.003, -0.295], [0.010, 0.157, 0.103], [-0.082, -0.137, 0.064], [-0.036, -0.016, -0.064], [0.141, -0.090, 0.127], [0.012, -0.727, 0.242], [0.988, 0.848, -0.945], [0.494, -0.236, -0.041], [0.381, 0.587, -0.361], [-0.818, -0.617, 2.623], [0.426, 0.352, -1.788], [0.050, -1.589, -1.250], [0.117, 2.410, 1.612], [-0.417, -0.926, -0.198], [0.282, -0.532, -0.332], [-0.126, 0.074, -0.010], [0.134, 0.094, -0.268], [-0.130, 0.125, -0.124], [-0.013, -0.063, 0.092], [0.043, 0.036, 0.070], [-0.264, -0.102, 0.145], [0.064, 0.009, -0.028], [0.259, -0.175, 0.066]], "e_homo_ev": [0.2, 0.2], "total_charge": -2, "energy_ev": -49826.94485, "orbital_gap_ev": [5.094, 5.085], "e_lumo_ev": [5.3, 5.3], "spin_multiplicity": 4}


{"formula": "C16H25Cl3ORe", "method": "the ωB97M-V functional and the def2-TZVPD basis", "symbols": ["C", "C", "C", "C", "C", "C", "C", "C", "C", "C", "Re", "Cl", "Cl", "Cl", "H", "H", "H", "H", "H", "H", "H", "H", "H", "H", "H", "H", "H", "H", "H", "O", "H", "C", "C", "C", "C", "C", "C", "H", "H", "H", "H", "H", "H", "H", "H", "H"], "xyz": [[-1.946546, -0.404428, -1.824383], [-0.753017, -0.408719, -2.654247], [-0.204794, 0.913629, -2.614446], [-0.259017, -1.493479, -3.542131], [-1.112947, 1.727013, -1.819026], [-2.144285, 0.904651, -1.325296], [-3.454815, 1.415334, -0.840943], [-2.947821, -1.472793, -1.835831], [0.925377, 1.442267, -3.433336], [-1.088380, 3.200477, -1.731918], [1.040905, -0.388380, -1.147807], [2.905700, -0.986785, -1.859053], [-0.343619, -2.145348, -0.280773], [1.419078, 1.651540, -0.171091], [-0.667365, -2.489153, -3.282007], [0.832733, -1.554829, -3.467467], [-0.534530, -1.233294, -4.573139], [1.659981, 0.676060, -3.704925], [1.464167, 2.240733, -2.891721], [0.457827, 1.847805, -4.332529], [-0.067611, 3.575283, -1.841046], [-1.438129, 3.471688, -0.719540], [-1.727415, 3.759873, -2.437630], [-3.339001, 2.189827, -0.077046], [-4.053976, 0.590086, -0.445461], [-4.084450, 1.873306, -1.624691], [-2.466123, -2.450640, -1.928838], [-3.665375, -1.351024, -2.663743], [-3.552614, -1.491857, -0.911986], [-2.085695, 0.171126, 2.081573], [-1.657500, -0.663916, 1.598806], [2.875115, 0.442628, 3.945649], [2.145777, -0.865903, 3.643807], [3.072886, -2.098900, 3.588556], [0.920050, -1.067667, 4.546162], [1.642559, -0.688271, 2.261127], [1.258853, -0.573085, 1.082061], [3.274431, 0.453196, 4.948401], [2.174193, 1.285527, 3.883972], [3.723417, 0.568557, 3.263940], [3.537404, -2.269294, 4.552273], [2.511451, -3.014192, 3.359258], [3.900105, -1.942931, 2.882924], [0.236055, -0.220603, 4.426309], [0.440984, -2.024518, 4.317434], [1.175976, -1.100597, 5.599796]], "forces_ev_per_a": [[0.359, 1.496, -1.078], [0.249, 0.234, 1.163], [0.240, -0.139, 0.878], [-0.212, -0.482, -0.609], [-0.332, -1.028, -0.818], [0.211, -0.077, -1.699], [-0.438, 0.034, 0.656], [-0.756, -0.831, 0.537], [-0.260, 0.553, -0.479], [0.189, 0.576, 1.010], [-7.533, 1.335, 7.090], [4.791, -1.461, -1.874], [0.229, -1.624, -0.534], [1.178, 2.111, -0.555], [0.185, 0.574, -0.066], [-0.190, -0.285, -0.508], [0.109, -0.385, -0.200], [-0.200, 0.166, -0.136], [-0.248, -0.317, -0.262], [0.464, 0.347, -0.523], [-0.058, 0.048, 0.041], [0.199, 0.138, -0.310], [0.022, -0.437, -0.075], [-0.004, -0.355, 0.193], [0.187, 0.265, 0.357], [0.408, -0.091, -0.278], [-0.164, 0.084, -0.029], [0.121, 0.009, -0.048], [0.371, 0.026, -0.218], [0.956, -2.599, -1.436], [-1.296, 2.767, 1.604], [0.171, -0.025, 0.340], [-0.703, 0.078, -1.399], [0.105, 0.212, 0.455], [0.223, 0.049, 0.159], [-0.998, -0.111, -3.106], [2.306, -0.846, 1.228], [0.269, -0.106, 0.706], [0.238, -0.222, -0.302], [-0.308, 0.160, -0.070], [0.190, -0.012, 0.601], [0.099, 0.368, -0.276], [-0.420, -0.096, -0.084], [-0.162, -0.424, -0.308], [-0.212, 0.359, -0.202], [0.425, -0.035, 0.465]], "e_homo_ev": [0.7, 0.6], "total_charge": -2, "energy_ev": -58737.79039, "orbital_gap_ev": [4.409, 4.354], "e_lumo_ev": [5.1, 5.0], "spin_multiplicity": 4}